Computed, not measured: an isolated molecule of C3H3NS in a non-equilibrium geometry, with the ωB97M-V functional and the def2-TZVPD basis.

```
8
Properties=species:S:1:pos:R:3:forces:R:3
C -0.4622 -0.8794 1.0722 -2.6 1.4 -2.4
C 1.0933 0.6453 -0.7671 -2.9 0.2 -0.1
C -1.3053 -0.1223 0.1601 3.1 0.1 0.8
N 0.1562 -1.6125 1.6850 1.3 -0.9 1.2
S -0.5736 0.9389 -0.8951 2.7 -1.2 0.9
H 1.7613 1.3156 -1.1568 0.9 2.1 -1.5
H 1.6572 -0.0408 -0.2003 -0.5 -1.3 1.0
H -2.3269 -0.2447 0.1020 -1.9 -0.3 0.0
```
Forces are in eV/Å.

Output
- Frontier orbital gap (spin up / spin down): 7.58 / 7.76 eV
- E_tot: -568.94577 Eh
- Energy relative to the best compared isomer or geometry (same formula, charge and spin): 188.5 kJ/mol